Computed, not measured: 8 unconnected molecules or ions with the total composition C10H36O8 in a non-equilibrium geometry, with the ωB97M-V functional and the def2-TZVPD basis.

## Properties
Relative energy (zero: lowest compared OMol25 entry of this formula, charge and spin): 3.962 eV
SMILES: CC(C)O.CO.CO.CO.CO.CO.CO.CO

Geometry as ORCA input:
```
! RIJCOSX wB97M-V def2-TZVPD def2/J DEFGRID3
* xyz 0 1
C -3.094 -1.601 1.323
O -2.758 -0.287 1.521
H -2.890 -2.101 2.270
H -4.113 -1.815 0.998
H -2.368 -1.987 0.607
H -3.276 0.081 2.240
C 1.846 2.855 -0.427
O 0.502 3.132 -0.762
H 1.963 2.340 0.527
H 2.154 2.120 -1.170
H 2.496 3.723 -0.533
H -0.094 2.446 -0.451
C 0.306 -2.636 -3.565
O 1.313 -3.022 -4.501
H -0.721 -2.865 -3.850
H 0.499 -3.252 -2.687
H 0.516 -1.606 -3.275
H 1.198 -2.462 -5.272
C -2.938 -0.357 -2.623
O -3.130 -1.471 -3.426
H -2.596 -0.695 -1.645
H -2.144 0.294 -2.989
H -3.847 0.245 -2.625
H -3.453 -1.126 -4.262
C 3.034 -2.309 -1.661
O 3.811 -1.404 -0.864
H 2.012 -2.385 -1.288
H 2.989 -1.948 -2.688
H 3.535 -3.264 -1.503
H 4.151 -1.879 -0.102
C -3.200 2.939 -0.903
O -4.471 3.468 -0.522
H -3.030 2.913 -1.980
H -2.352 3.508 -0.520
H -3.177 1.941 -0.466
H -5.139 2.860 -0.848
C 0.189 -0.562 -0.109
O -0.724 0.489 -0.194
H 0.386 -0.851 0.924
H -0.203 -1.455 -0.595
H 1.115 -0.253 -0.595
H -1.511 0.283 0.316
C 1.090 -0.112 4.071
C 2.392 0.569 4.442
C 3.281 1.045 3.295
O 2.055 1.704 5.172
H 0.274 0.584 3.877
H 0.770 -0.829 4.828
H 1.169 -0.657 3.131
H 2.980 -0.061 5.109
H 3.518 0.151 2.719
H 4.171 1.626 3.540
H 2.693 1.684 2.636
H 2.823 2.251 5.350
*
```


Computed, not measured: C5H5ClO2 in the gas phase in a non-equilibrium geometry, with the ωB97M-V functional and the def2-TZVPD basis.

## Properties
Relative energy (zero: lowest compared OMol25 entry of this formula, charge and spin): 2.733 eV
SMILES: O=C[C@H]1CC(Cl)=CO1

Geometry as ORCA input:
```
! RIJCOSX wB97M-V def2-TZVPD def2/J DEFGRID3
* xyz 0 1
C -0.195 1.241 0.709
C -1.110 0.453 1.222
C 0.266 -0.832 -0.017
C 0.840 0.509 0.019
C -0.259 -1.225 -1.345
H -1.811 0.589 2.045
H 0.965 -1.513 0.337
H 0.921 0.854 -0.980
H 1.913 0.928 0.470
H -1.249 -1.662 -1.609
O -0.820 -0.901 0.962
O 0.629 -1.351 -2.341
Cl -0.089 2.911 0.527
*
```